This record from OMol25 describes a molecular structure, C21H30BN3O2ReSe5. The level of theory is the ωB97M-V functional and the def2-TZVPD basis.

Geometry as XYZ:
```
63
Properties=species:S:1:pos:R:3:forces:R:3
Re -1.54613 0.32288 -1.33962 0.24 -0.59 0.27
C 0.02195 -1.09299 -2.29138 -0.30 -0.04 0.06
C -0.67868 -0.33195 -3.29310 0.01 -0.02 0.05
C -2.07378 -0.69353 -3.23638 0.07 -0.16 0.24
C -2.22463 -1.65719 -2.17081 0.23 0.12 -0.10
C -0.92179 -1.90891 -1.61186 -0.06 0.21 -0.27
C -0.61134 -2.92995 -0.56556 0.01 0.02 0.01
C -3.47936 -2.37074 -1.77904 -0.01 0.03 -0.05
C -3.13295 -0.28826 -4.21037 0.04 0.00 -0.01
C -0.04186 0.57837 -4.29766 -0.03 -0.01 0.01
C 1.49894 -1.08714 -2.06027 0.02 0.02 -0.04
H 0.30748 -2.69105 -0.03080 -0.01 0.00 0.00
H -0.47866 -3.90845 -1.03438 0.00 -0.01 0.02
H -1.42107 -3.02668 0.15947 0.01 0.00 0.01
H -4.35841 -1.75446 -1.96759 0.00 -0.01 0.00
H -3.47491 -2.62334 -0.71886 -0.01 -0.01 0.01
H -3.58969 -3.29933 -2.34576 0.00 0.00 0.01
H -3.11592 -0.94205 -5.08580 -0.01 0.01 -0.01
H -2.98365 0.73787 -4.54462 -0.02 -0.01 -0.02
H -4.12281 -0.34920 -3.75914 -0.01 0.01 -0.01
H -0.74831 1.33509 -4.63628 0.01 0.00 -0.01
H 0.30585 0.01710 -5.16927 0.00 0.00 -0.01
H 0.81351 1.09920 -3.86765 0.00 0.01 -0.01
H 1.74894 -1.26237 -1.01502 0.00 0.00 0.00
H 1.93627 -0.12963 -2.34403 0.01 -0.01 0.01
H 1.97503 -1.86303 -2.66577 0.00 0.01 0.00
Se 0.27399 1.75313 -0.41374 0.08 0.03 -0.06
Se -0.90325 3.37399 0.87221 -0.02 0.06 0.02
Se -2.09254 4.23894 -0.89419 0.04 -0.06 0.03
Se -2.89300 2.18873 -1.86575 -0.25 0.26 -0.16
Se 0.56607 -1.60921 2.88826 -0.06 0.08 0.01
N -1.05993 -2.16888 3.29937 -0.01 -0.10 -0.01
C -1.95373 -1.56871 2.53991 0.04 0.07 0.02
C -3.35590 -1.72817 2.62292 -0.03 0.04 -0.04
C -4.11418 -0.94387 1.78736 -0.03 -0.07 0.10
C -3.54770 -0.12859 0.81246 0.08 0.04 -0.06
N -2.20314 -0.05706 0.59142 -0.17 0.24 -0.06
C -1.42047 -0.62828 1.55428 0.11 -0.13 0.04
N -0.11675 -0.45599 1.64865 -0.08 -0.14 0.02
H -3.78110 -2.38937 3.36234 0.00 -0.01 0.00
H -5.19367 -0.95493 1.86266 0.00 0.00 -0.01
H -4.15632 0.45071 0.13485 0.00 -0.01 -0.01
C 4.11559 -0.17466 2.43410 -0.07 0.01 -0.04
C 3.23520 0.77817 1.63365 0.12 0.02 -0.01
C 4.05594 1.34579 0.47819 -0.06 -0.01 0.04
O 2.17214 -0.00655 1.07098 -0.03 -0.08 -0.03
B 0.93577 0.66102 1.29285 0.11 0.13 0.02
O 1.10009 1.56411 2.37157 -0.01 0.03 0.01
C 2.49540 1.87595 2.51109 -0.02 0.07 0.02
C 2.70987 3.30544 2.01988 -0.02 -0.06 0.00
C 2.81531 1.81269 3.99882 -0.01 -0.02 -0.05
H 4.48969 -0.94796 1.76264 0.01 -0.01 0.01
H 3.55934 -0.65945 3.23525 0.01 -0.01 0.01
H 4.96863 0.34637 2.86960 0.01 0.00 0.01
H 4.47543 0.51345 -0.08802 0.01 0.00 -0.01
H 4.87730 1.96478 0.84055 0.01 0.00 -0.01
H 3.43808 1.93694 -0.19572 0.01 0.01 0.00
H 2.39948 3.42440 0.98268 0.01 0.02 0.00
H 3.75372 3.60739 2.11483 0.01 0.01 0.00
H 2.09980 3.97379 2.62714 0.00 0.01 0.00
H 2.56754 0.83823 4.41683 0.01 0.00 0.02
H 2.21473 2.56112 4.51511 0.00 0.01 0.00
H 3.86854 2.02631 4.18652 0.00 -0.01 0.02
```
Positions in Å, forces in eV/Å.

* net charge: 0
* relative energy (zero: lowest compared OMol25 entry of this formula, charge and spin): 4.27 kcal/mol
* spin multiplicity: 2
* LUMO energy (spin up / spin down): -1.89 / -2.02 eV
* frontier orbital gap (spin up / spin down): 3.97 / 4.04 eV

Mulliken population analysis, charges in e, atoms 1 to 2: 0.256, -0.038

=====

This record from OMol25 describes a single C21H30ClN3O2 molecule. The level of theory is the ωB97M-V functional and the def2-TZVPD basis.

Geometry as XYZ:
```
57
Properties=species:S:1:pos:R:3:forces:R:3
C -0.69311 4.76897 -0.28455 -0.02 0.00 0.00
C -0.92306 3.64924 0.69266 0.02 -0.04 0.01
C -2.12606 2.95353 0.73344 0.00 0.01 -0.01
C -2.31109 1.90438 1.61810 -0.03 -0.01 0.01
C -1.31514 1.50903 2.50678 -0.01 0.03 -0.02
C -1.53926 0.32374 3.40857 -0.06 -0.01 -0.03
C -1.13038 -0.95435 2.67966 0.14 0.02 -0.01
O -1.84492 -1.45185 1.83102 -0.04 -0.01 0.00
N 0.08690 -1.44603 3.02634 -0.03 -0.03 0.01
C 0.67626 -2.61977 2.40996 0.00 -0.06 -0.05
C 1.65470 -2.28389 1.26850 -0.10 0.12 0.09
C 2.74347 -1.32691 1.74741 0.01 -0.03 0.01
C 2.30295 -3.56936 0.76153 0.02 0.01 -0.01
N 0.91789 -1.57782 0.21800 0.17 -0.14 -0.18
C -0.01558 -2.14725 -0.59264 -0.14 0.13 0.18
O -0.23381 -3.34570 -0.61264 0.04 -0.04 -0.07
C -0.79803 -1.21197 -1.50624 -0.05 -0.01 -0.02
C -0.72388 0.29103 -1.20163 0.05 -0.03 0.00
C 0.48230 0.99446 -1.84326 0.06 0.00 -0.01
N 0.76612 0.56209 -3.21672 -0.05 0.04 0.00
C -0.42986 0.69632 -4.06789 -0.03 -0.02 0.06
C -1.23587 -0.62860 -3.93495 0.05 0.00 -0.03
C -0.39264 -1.47620 -2.96764 0.01 0.01 -0.03
C 1.00069 -0.88732 -3.21409 0.00 -0.01 0.01
C -0.12377 2.22721 2.46521 -0.02 0.00 0.02
Cl 1.16991 1.85758 3.58292 0.02 -0.04 -0.01
C 0.07956 3.27162 1.57905 0.00 0.02 -0.01
H -1.63673 5.14249 -0.68035 0.01 0.00 0.00
H -0.16466 5.59971 0.18321 0.00 0.00 0.00
H -0.08846 4.42933 -1.12813 0.00 0.00 0.00
H -2.92873 3.23419 0.06201 0.00 -0.01 0.00
H -3.24775 1.36055 1.62247 0.01 0.00 -0.01
H -1.00800 0.43611 4.35214 0.01 0.02 0.00
H -2.60392 0.22819 3.61592 0.01 0.01 0.03
H 0.62498 -0.92670 3.69876 -0.01 0.01 0.01
H 1.19697 -3.19833 3.17635 -0.01 0.01 0.01
H -0.13461 -3.22668 2.00675 0.02 0.01 0.00
H 3.28154 -1.75908 2.59288 0.00 0.00 0.00
H 3.46038 -1.14438 0.94529 0.00 0.00 0.00
H 2.32861 -0.36670 2.06043 -0.01 0.02 0.01
H 2.95702 -3.96976 1.53857 0.01 -0.01 0.00
H 1.55959 -4.31363 0.49187 0.01 0.01 0.01
H 2.90994 -3.35519 -0.11965 0.00 -0.01 0.01
H 0.94600 -0.57371 0.25470 0.00 0.01 0.01
H -1.83162 -1.54170 -1.37548 0.01 0.00 0.03
H -1.63687 0.75252 -1.58614 0.00 -0.01 0.01
H -0.74934 0.46436 -0.12347 -0.04 0.06 0.00
H 0.31210 2.07388 -1.84794 0.00 0.00 0.00
H 1.39839 0.83315 -1.26570 -0.02 -0.02 -0.01
H -1.00229 1.57327 -3.76226 0.00 0.01 -0.03
H -0.11470 0.85342 -5.10028 0.02 -0.02 0.00
H -2.25088 -0.47021 -3.56768 0.00 0.00 0.01
H -1.31098 -1.12687 -4.90218 -0.02 0.00 0.00
H -0.45853 -2.54425 -3.17206 0.00 0.01 0.00
H 1.38372 -1.19159 -4.19184 0.00 0.01 0.00
H 1.74081 -1.15598 -2.45874 0.00 -0.01 0.01
H 1.02373 3.80133 1.59366 0.01 -0.01 0.00
```
Positions in Å, forces in eV/Å.

* net charge: 0
* relative energy (zero: lowest compared OMol25 entry of this formula, charge and spin): 4.77 kcal/mol
* spin multiplicity: 1
* LUMO energy: 0.53 eV
* frontier orbital gap: 8.99 eV
* SMILES: Cc1ccc(CC(=O)NCC(C)(C)NC(=O)[C@H]2CCN3CC[C@H]2C3)c(Cl)c1

Mulliken population analysis, charges in e, atoms 1 to 2: -1.377, 0.911

=====

This record from OMol25 describes a molecular structure, C21H30CuN4OS. The level of theory is the ωB97M-V functional and the def2-TZVPD basis.

Geometry as XYZ:
```
58
Properties=species:S:1:pos:R:3:forces:R:3
Cu -0.08920 0.02800 0.34360 1.22 -1.32 -0.06
C 1.60180 3.66330 4.95790 -0.26 -0.07 0.00
C 0.13080 3.24640 4.93430 0.19 0.44 0.06
N -0.04920 1.89980 4.45340 -0.01 0.16 -0.26
C 0.03010 0.83140 5.42100 -0.24 -0.38 0.18
C -1.34950 0.29990 5.81970 0.20 0.09 -0.03
C -0.20680 1.64980 3.11560 -0.27 -1.00 0.50
S -0.48020 0.02480 2.70150 0.10 -0.18 -0.11
N -0.14210 2.72000 2.34770 0.36 0.81 -0.19
C -0.30470 2.80100 1.02370 -0.54 -1.16 -0.15
O -0.61660 1.91570 0.19130 -0.04 2.01 0.51
C -0.13380 4.18790 0.51700 -0.08 0.76 -0.39
C -0.09120 4.42190 -0.85860 0.04 -0.32 0.33
C 0.02270 5.70510 -1.34860 0.03 0.33 -0.09
C 0.08950 6.78080 -0.47390 -0.05 0.04 -0.06
C 0.03520 6.56220 0.89510 0.01 0.34 -0.14
C -0.07590 5.27890 1.38700 0.07 -0.38 -0.12
H 1.70220 4.67580 5.34210 0.06 0.15 0.08
H 2.00530 3.62970 3.95010 0.04 -0.02 -0.13
H 2.18100 2.99060 5.58830 0.09 -0.04 0.06
H -0.42310 3.91910 4.27920 -0.01 -0.05 0.15
H -0.29290 3.31680 5.94220 -0.03 -0.04 -0.06
H 0.54830 1.21290 6.30780 0.03 0.00 -0.12
H 0.60980 0.00950 4.98980 0.02 0.14 0.13
H -1.95700 1.09600 6.24770 -0.07 0.05 0.13
H -1.24270 -0.50920 6.54120 -0.05 -0.03 0.14
H -1.85090 -0.08780 4.93570 -0.01 0.01 0.04
H -0.13700 3.57100 -1.52100 -0.04 -0.10 -0.04
H 0.05320 5.88140 -2.41610 0.03 -0.02 -0.05
H 0.17370 7.78700 -0.86180 0.01 0.07 -0.01
H 0.07190 7.40740 1.57260 0.02 -0.03 0.03
H -0.11250 5.08650 2.44620 -0.01 -0.01 0.09
C 4.25250 -0.68730 0.98230 -0.20 -0.01 0.19
C 2.73510 -0.79940 1.16620 -0.13 0.04 -0.43
C 2.34750 -2.26530 1.34320 0.02 0.30 0.18
C 1.95350 -0.16480 0.00380 -0.31 -0.18 -0.06
H 4.78340 -1.11540 1.83430 0.19 -0.08 0.13
H 4.55050 0.35540 0.88460 0.04 0.11 -0.04
H 4.56640 -1.21480 0.08250 0.05 -0.08 -0.16
H 2.48400 -0.26780 2.09170 -0.08 -0.02 0.06
H 2.64750 -2.84430 0.46880 0.03 -0.07 -0.12
H 1.26900 -2.34810 1.45350 -0.15 -0.04 0.00
H 2.82140 -2.69430 2.22730 0.09 -0.16 0.08
H 2.18880 -0.74680 -0.90400 0.09 0.01 0.00
H 2.39330 0.83090 -0.17140 -0.13 0.07 -0.06
N -1.84180 0.46180 -2.19810 -0.06 0.13 -0.06
C -2.64650 0.18950 -1.12040 0.21 -0.53 0.24
C -3.99670 0.53530 -1.12850 -0.59 0.01 0.24
C -4.81660 0.10560 -0.09720 0.53 0.09 -0.27
C -4.25320 -0.65700 0.91860 -0.27 -0.09 0.06
C -2.90390 -0.93780 0.86470 0.21 0.13 -0.35
N -2.08980 -0.50860 -0.11040 -0.67 0.08 -0.26
H -2.12840 1.23800 -2.77480 0.10 -0.03 0.13
H -0.85810 0.43930 -1.96490 0.21 0.04 0.02
H -4.39050 1.13310 -1.93900 -0.02 -0.01 -0.08
H -5.87060 0.34910 -0.09700 -0.02 0.06 0.03
H -4.84830 -1.01670 1.74500 -0.01 -0.06 0.03
H -2.43490 -1.52690 1.63990 0.04 0.06 0.03
```
Positions in Å, forces in eV/Å.

* net charge: -1
* relative energy (zero: lowest compared OMol25 entry of this formula, charge and spin): 21.05 kcal/mol
* spin multiplicity: 1
* LUMO energy: 2.96 eV
* frontier orbital gap: 5.55 eV

Mulliken population analysis, charges in e, atoms 1 to 2: -0.559, -1.208

=====

This record from OMol25 describes a molecular structure, C21H30F14HgN2O11P3V. The level of theory is the ωB97M-V functional and the def2-TZVPD basis.

Geometry as XYZ:
```
83
Properties=species:S:1:pos:R:3:forces:R:3
V -4.91649 -2.98325 -0.80464 1.05 2.51 2.93
Hg -3.21722 0.21355 3.23876 -1.62 -0.34 -0.40
O -5.21141 -0.85113 -0.74270 1.08 0.41 0.31
P -4.80289 0.45146 -0.04780 -0.37 -0.57 -1.82
O -4.23792 0.48961 1.31102 -0.24 -0.15 -0.37
F -6.14432 1.23637 0.05918 1.03 0.31 -0.83
F -3.74591 1.28144 -1.03665 -2.70 -1.62 1.85
O -4.26171 -1.85964 3.66984 -1.01 -1.01 -1.08
P -5.09637 -2.91097 2.91986 -0.99 -0.85 0.26
O -5.18031 -2.95708 1.40423 0.29 -0.12 0.56
F -6.67635 -2.78891 3.39171 3.54 -0.58 -0.48
F -4.56928 -4.41174 3.40618 -1.46 3.40 -0.73
O -2.05597 -0.97805 1.81246 1.91 -1.78 -1.54
P -1.80848 -1.68181 0.48770 1.61 0.36 -0.18
O -2.87440 -2.50060 -0.12475 -0.28 -0.57 -0.45
F -0.41545 -2.61446 0.59377 -2.87 2.37 -0.18
F -1.43145 -0.54152 -0.57586 0.14 -1.66 1.45
C 1.99981 3.64692 -3.26480 -2.08 -0.70 0.21
C 1.89410 5.11897 -2.93142 -0.37 0.37 0.60
C 1.28308 5.98907 -4.00107 1.17 -0.09 -3.11
F 0.01855 5.79322 -4.21619 -3.86 -0.60 1.18
F 1.47776 7.29099 -3.83253 0.43 0.80 1.01
F 1.29856 5.32074 -1.75853 -2.12 -0.36 1.31
F 3.08892 5.61805 -2.66928 2.53 0.10 -0.81
O 0.58594 3.12558 -3.43962 1.36 -0.37 0.63
C 0.11156 1.93162 -2.80017 0.76 4.74 -4.07
C -1.42623 1.99051 -3.09780 -1.23 -3.17 4.18
F -2.15875 2.99337 -2.52091 1.27 0.78 -0.68
F -1.97170 1.65123 -4.23837 0.76 0.75 -2.08
F 0.68940 0.86480 -3.33675 -0.24 -0.75 -0.06
F 0.38244 1.93367 -1.51979 -0.28 -0.17 1.38
H 2.44653 3.13853 -2.41035 0.32 0.02 -0.29
H 2.55563 3.60302 -4.20140 -0.07 -0.67 0.10
H 1.59186 5.74002 -5.01632 1.89 -0.19 0.12
H -1.69224 1.14817 -2.45920 -0.22 -0.47 0.41
O -2.18527 1.96841 2.15618 0.44 1.36 -0.29
C -2.21261 3.16949 1.81010 -1.30 -1.05 1.28
O -1.66086 4.07562 2.60867 0.53 -3.47 1.22
C -1.81385 5.37207 2.22001 -1.82 1.90 -2.40
C -2.27856 5.19046 0.74493 0.92 1.80 -0.41
C -3.00126 3.81865 0.67680 1.24 1.37 0.69
H -0.90312 5.95168 2.37072 -0.09 -0.23 -0.12
H -2.66504 5.87286 2.68130 0.22 -0.25 0.96
H -1.34647 5.31481 0.19370 -0.21 -0.77 -0.73
H -2.84973 6.08373 0.49209 -0.38 -0.40 -0.31
H -3.10390 3.29516 -0.27373 0.77 0.05 0.20
H -4.03088 3.98794 0.99198 -0.12 -0.23 0.53
O -0.90274 -0.09211 3.95774 0.12 -0.26 0.06
C 0.24044 -0.39931 4.21340 1.87 1.20 3.20
O 0.85512 -0.07048 5.38487 -3.74 0.34 -1.05
C 2.18209 -0.48958 5.35876 2.94 0.61 0.00
C 2.51861 -0.46255 3.90539 0.06 -1.16 -0.58
C 1.23708 -1.09156 3.37990 0.07 0.02 -2.05
H 2.32785 -1.44818 5.85670 -0.22 0.00 -0.07
H 2.81949 0.27493 5.80300 -0.45 0.00 0.78
H 3.37191 -1.08843 3.64413 0.08 0.09 -0.13
H 2.63069 0.52787 3.46424 0.18 0.08 0.37
H 1.10735 -2.12877 3.68885 0.03 -0.43 -0.44
H 1.06612 -0.86303 2.32792 -0.17 -0.72 -0.06
C 2.22141 -4.41251 -3.65932 -0.27 0.36 1.41
C 0.73502 -4.07982 -3.28511 0.93 0.95 -1.71
C 0.20728 -4.59717 -1.99788 -0.35 -2.85 0.65
C 0.06228 -6.09492 -2.03232 -0.57 -2.79 0.35
N -0.10921 -7.26161 -2.04443 0.57 3.58 -0.02
H 2.69228 -3.78776 -4.41832 -0.54 0.21 -0.05
H 2.40315 -5.44431 -3.96007 -0.46 -0.07 0.07
H 2.79081 -4.25501 -2.74332 0.40 -0.05 0.04
H 0.17811 -4.36454 -4.17780 -0.65 -0.14 0.40
H 0.51908 -3.02537 -3.11311 0.76 0.54 -0.79
H -0.78421 -4.22205 -1.74421 -0.05 0.19 -0.23
H 0.83727 -4.36379 -1.13954 0.24 0.12 -0.10
C 3.14825 -2.21242 -0.31805 0.43 -1.61 0.74
C 3.68155 -3.45423 0.53106 1.11 1.81 -0.27
C 5.21977 -3.48108 0.79701 0.97 0.16 0.51
C 5.94938 -2.18734 1.17712 -2.02 -2.50 -0.68
N 6.47731 -1.21764 1.45812 0.43 1.00 0.32
H 3.40678 -1.23811 0.09667 -0.18 -0.16 0.66
H 2.08423 -2.44105 -0.25734 -0.25 0.84 -0.65
H 3.53076 -2.10665 -1.33323 -0.23 -0.70 -0.14
H 3.36412 -4.43038 0.16436 0.19 0.16 -0.56
H 3.16414 -3.39803 1.48878 0.12 0.19 0.28
H 5.85284 -3.95528 0.04705 -0.45 0.46 -0.90
H 5.43589 -4.23038 1.55855 -0.22 0.34 0.71
```
Positions in Å, forces in eV/Å.

* net charge: +2
* spin multiplicity: 5
* LUMO energy (spin up / spin down): -7.90 / -12.34 eV
* frontier orbital gap (spin up / spin down): 7.23 / 2.79 eV

Mulliken population analysis, charges in e, atoms 1 to 2: 1.346, 2.076

=====

Max |F|, record by record: 0.7 0.3 2.1 6.3 eV/Å